14 unconnected molecules or ions with the total composition C84H201N5O27 in a non-equilibrium geometry. Source: OMol25; level of theory: ωB97M-V/def2-TZVPD.

ORCA input file:
```
! RIJCOSX wB97M-V def2-TZVPD def2/J DEFGRID3
* xyz 0 1
C 4.722 -0.984 0.920
O 5.783 -1.132 0.035
C 6.996 -0.532 0.605
C 8.169 -0.813 -0.312
O 8.063 -0.164 -1.543
C 8.621 1.102 -1.537
C 8.493 1.805 -2.887
O 9.564 1.511 -3.833
C 9.676 0.108 -4.054
H 4.462 0.059 1.123
H 4.831 -1.531 1.848
H 3.872 -1.492 0.482
H 7.203 -0.970 1.546
H 6.848 0.571 0.738
H 8.213 -1.875 -0.606
H 9.086 -0.521 0.221
H 9.698 1.043 -1.371
H 8.078 1.681 -0.802
H 8.489 2.894 -2.688
H 7.523 1.654 -3.382
H 10.451 0.052 -4.812
H 8.712 -0.351 -4.318
H 10.032 -0.354 -3.142
C -10.321 -3.284 1.763
O -8.986 -2.924 1.461
C -8.142 -2.877 2.576
C -6.709 -2.705 2.182
O -6.443 -1.396 1.771
C -5.092 -1.222 1.190
C -4.951 0.068 0.490
O -5.488 -0.013 -0.768
C -5.669 1.228 -1.431
H -10.917 -3.539 0.863
H -10.754 -2.498 2.342
H -10.305 -4.138 2.438
H -8.201 -3.874 3.141
H -8.465 -2.116 3.307
H -6.454 -3.380 1.324
H -6.178 -3.012 3.081
H -4.822 -2.088 0.609
H -4.447 -1.228 2.054
H -3.920 0.443 0.383
H -5.545 0.753 1.115
H -6.465 1.837 -0.916
H -6.065 0.970 -2.429
H -4.754 1.853 -1.578
C 5.652 8.002 5.240
O 4.228 8.088 5.582
C 3.738 6.904 6.227
C 3.826 5.636 5.416
O 5.086 5.057 5.652
C 5.127 3.651 5.537
C 5.008 3.153 4.068
O 5.325 1.784 3.822
C 4.343 0.972 4.462
H 6.260 7.731 6.128
H 5.887 8.976 4.781
H 5.877 7.215 4.543
H 2.709 7.129 6.555
H 4.424 6.799 7.102
H 3.731 5.908 4.354
H 2.990 4.903 5.625
H 4.296 3.133 6.055
H 6.156 3.297 5.857
H 5.697 3.805 3.466
H 3.983 3.262 3.719
H 4.394 1.022 5.578
H 4.568 -0.073 4.144
H 3.332 1.189 4.145
C -4.367 -2.330 -3.018
O -3.064 -2.981 -3.288
C -2.446 -2.341 -4.430
C -2.857 -2.964 -5.767
O -2.272 -4.258 -5.897
C -2.992 -5.254 -5.188
C -2.735 -6.532 -5.990
O -3.276 -6.318 -7.303
C -2.344 -5.919 -8.309
H -4.652 -2.707 -2.053
H -5.051 -2.546 -3.797
H -4.258 -1.256 -2.944
H -1.383 -2.541 -4.309
H -2.661 -1.262 -4.360
H -2.509 -2.384 -6.669
H -3.967 -3.056 -5.808
H -4.093 -5.076 -5.177
H -2.721 -5.322 -4.124
H -3.240 -7.346 -5.543
H -1.653 -6.779 -6.051
H -1.575 -6.667 -8.589
H -1.688 -5.022 -8.093
H -2.938 -5.745 -9.202
C -2.275 3.341 1.445
O -2.901 3.125 0.176
C -3.850 4.120 -0.198
C -3.740 4.427 -1.628
O -4.252 5.744 -1.876
C -4.758 5.801 -3.176
C -4.892 7.260 -3.616
O -6.066 7.789 -3.041
C -6.151 9.218 -3.005
H -1.579 2.465 1.527
H -2.984 3.366 2.277
H -1.622 4.220 1.462
H -3.658 5.051 0.337
H -4.886 3.773 -0.017
H -4.249 3.718 -2.340
H -2.668 4.414 -1.848
H -5.745 5.277 -3.257
H -4.015 5.361 -3.850
H -4.924 7.266 -4.684
H -4.027 7.790 -3.182
H -6.738 9.554 -2.146
H -6.612 9.580 -3.908
H -5.170 9.639 -2.848
C 1.787 -1.745 5.379
O 1.639 -1.238 6.720
C 2.869 -1.283 7.392
C 2.851 -0.621 8.729
O 2.916 0.798 8.653
C 1.692 1.485 8.765
C 2.001 2.840 8.159
O 2.183 2.871 6.725
C 1.035 2.514 6.003
H 0.803 -1.897 4.913
H 2.275 -2.731 5.425
H 2.424 -1.095 4.749
H 3.647 -0.764 6.831
H 3.088 -2.326 7.529
H 3.842 -0.948 9.149
H 2.083 -0.984 9.416
H 1.449 1.685 9.800
H 0.862 1.095 8.182
H 2.876 3.274 8.583
H 1.109 3.455 8.264
H 0.186 3.121 6.343
H 0.771 1.460 6.244
H 1.102 2.618 4.901
C -5.143 0.283 -5.537
O -3.896 0.933 -5.701
C -3.641 1.896 -4.696
C -2.408 2.736 -4.957
O -2.780 3.862 -5.661
C -1.632 4.622 -6.098
C -0.905 5.302 -4.921
O -1.726 6.335 -4.402
C -0.984 7.051 -3.453
H -5.423 0.141 -4.474
H -5.101 -0.701 -6.022
H -5.937 0.911 -5.977
H -3.474 1.314 -3.787
H -4.508 2.605 -4.531
H -1.591 2.187 -5.457
H -2.098 3.129 -3.918
H -2.040 5.349 -6.771
H -1.034 3.891 -6.672
H 0.000 5.744 -5.356
H -0.667 4.576 -4.124
H -1.652 7.721 -2.930
H -0.099 7.559 -3.865
H -0.641 6.376 -2.638
C 0.567 4.113 -0.745
O 0.739 5.321 -0.121
C 1.917 5.963 -0.521
C 3.205 5.329 -0.013
O 3.387 4.024 -0.600
C 4.626 3.506 -0.208
C 4.724 2.225 -0.944
O 5.169 2.405 -2.262
C 4.964 1.258 -3.080
H 0.796 4.131 -1.807
H -0.497 3.801 -0.752
H 1.119 3.266 -0.352
H 1.925 6.978 -0.106
H 1.958 6.042 -1.614
H 3.201 5.182 1.102
H 4.028 5.963 -0.316
H 4.592 3.293 0.845
H 5.443 4.205 -0.411
H 3.699 1.766 -0.998
H 5.328 1.514 -0.419
H 5.424 1.442 -4.073
H 3.936 1.016 -3.235
H 5.498 0.393 -2.638
C 4.561 -5.263 6.266
O 4.216 -4.004 5.802
C 4.904 -3.559 4.701
C 4.430 -4.158 3.363
O 3.119 -3.794 3.093
C 2.666 -4.263 1.848
C 1.201 -4.092 1.598
O 0.307 -4.862 2.342
C 0.102 -4.393 3.718
H 4.461 -6.090 5.519
H 3.875 -5.519 7.106
H 5.607 -5.251 6.597
H 5.989 -3.817 4.868
H 4.838 -2.490 4.678
H 4.536 -5.225 3.310
H 5.103 -3.688 2.660
H 2.939 -5.318 1.697
H 3.157 -3.695 1.071
H 1.004 -4.342 0.570
H 0.873 -3.035 1.763
H -0.512 -5.149 4.151
H -0.471 -3.436 3.696
H 1.062 -4.273 4.243
C 5.283 -5.073 -1.173
C 3.843 -5.250 -1.656
N 3.191 -3.997 -1.841
C 1.749 -4.225 -2.039
C 1.358 -4.837 -3.384
C 3.816 -3.222 -2.911
C 3.142 -1.890 -3.158
H 5.310 -4.454 -0.268
H 5.934 -4.703 -1.960
H 5.698 -6.008 -0.921
H 3.889 -5.899 -2.527
H 3.262 -5.813 -0.936
H 1.361 -4.899 -1.286
H 1.310 -3.237 -1.920
H 1.949 -5.744 -3.561
H 0.284 -4.971 -3.548
H 1.611 -4.080 -4.132
H 3.929 -3.680 -3.868
H 4.805 -2.976 -2.494
H 2.989 -1.479 -2.096
H 2.165 -1.917 -3.603
H 3.812 -1.240 -3.690
C -3.098 2.255 6.755
C -2.910 2.493 5.284
N -3.687 1.647 4.404
C -3.375 0.251 4.548
C -1.848 -0.112 4.276
C -5.072 1.843 4.477
C -5.492 3.262 4.056
H -4.117 2.546 7.004
H -2.425 2.827 7.356
H -2.959 1.216 6.957
H -3.147 3.538 4.980
H -1.859 2.382 5.090
H -3.660 -0.144 5.580
H -3.828 -0.340 3.757
H -1.097 0.199 5.006
H -1.833 -1.216 4.338
H -1.535 0.175 3.238
H -5.510 1.494 5.412
H -5.565 1.213 3.716
H -5.381 4.045 4.742
H -6.532 3.215 3.788
H -5.036 3.570 3.143
C -1.334 0.553 -1.755
C -0.278 -0.563 -1.461
N 0.008 -0.746 -0.092
C 0.736 0.410 0.439
C 1.284 0.119 1.792
C -1.129 -1.183 0.705
C -1.866 -2.427 0.193
H -2.246 0.321 -1.199
H -1.588 0.574 -2.821
H -1.070 1.578 -1.429
H -0.664 -1.502 -1.808
H 0.663 -0.352 -1.966
H 1.620 0.557 -0.225
H 0.153 1.367 0.402
H 1.907 -0.763 1.773
H 1.913 0.970 2.149
H 0.534 0.024 2.586
H -1.859 -0.399 0.903
H -0.732 -1.407 1.681
H -2.518 -2.805 1.003
H -1.086 -3.148 -0.086
H -2.506 -2.172 -0.644
C 1.395 1.997 -3.930
C 1.195 0.946 -4.986
N 0.918 1.510 -6.325
C 0.895 0.384 -7.269
C -0.176 -0.667 -6.985
C 1.788 2.613 -6.724
C 3.278 2.353 -6.783
H 2.299 2.589 -4.104
H 1.530 1.505 -2.968
H 0.542 2.705 -3.868
H 2.081 0.370 -5.072
H 0.354 0.295 -4.725
H 0.772 0.822 -8.257
H 1.844 -0.118 -7.379
H -1.122 -0.323 -7.274
H 0.071 -1.546 -7.604
H -0.229 -1.132 -5.981
H 1.607 3.411 -5.985
H 1.518 3.032 -7.717
H 3.563 1.650 -5.959
H 3.857 3.255 -6.619
H 3.544 1.921 -7.752
C -4.322 -9.577 0.546
C -4.752 -8.311 -0.117
N -4.890 -7.180 0.806
C -3.605 -6.435 0.816
C -3.456 -5.612 2.092
C -6.003 -6.329 0.525
C -6.026 -5.736 -0.884
H -5.125 -9.919 1.221
H -3.452 -9.430 1.188
H -4.038 -10.303 -0.213
H -3.995 -8.110 -0.889
H -5.685 -8.534 -0.690
H -2.867 -7.201 0.830
H -3.308 -5.795 -0.035
H -2.434 -5.272 2.194
H -4.147 -4.782 2.188
H -3.705 -6.124 3.021
H -6.025 -5.605 1.361
H -6.931 -6.894 0.750
H -6.470 -4.751 -1.051
H -6.441 -6.503 -1.504
H -4.964 -5.613 -1.215
*
```

Computed properties:
- LUMO energy: 0.500 eV
- Molecular weight: 1713.54 g/mol
- Frontier orbital gap: 8.9 eV
- Energy relative to the best compared isomer or geometry (same formula, charge and spin): 41.2 kcal/mol